[1]
Below is a cluster of 4 separate species, C30H65N3O4 in total, with properties calculated with wB97M-V/def2-TZVPD.

Properties
total charge: +1
2S+1: 2
HOMO-LUMO gap (alpha / beta): 0.265 / 0.095 Ha
expectation value of S²: 0.754
HOMO (alpha / beta): -9.72 / -9.72 eV

Geometry as XYZ:
```
102
Properties=species:S:1:pos:R:3:forces:R:3
C 1.441 0.628 1.168 1.5 -0.8 0.1
C 2.962 0.864 1.285 -1.3 -0.4 -2.5
C 3.746 0.412 0.044 -0.1 -0.1 0.2
O 2.979 2.287 1.343 1.4 -0.1 1.2
H 1.239 -0.325 0.680 -0.3 -0.2 0.4
H 1.067 1.432 0.535 -0.3 0.0 0.4
H 1.154 0.660 2.219 -1.0 0.1 -0.4
H 3.401 0.326 2.125 -0.1 0.5 0.4
H 3.668 -0.661 -0.129 0.1 -0.3 0.5
H 4.793 0.665 0.211 0.0 0.0 -0.4
H 3.371 0.821 -0.894 0.0 0.6 0.2
H 3.337 2.448 2.219 0.1 0.8 0.0
C 0.274 4.276 2.558 -0.2 1.1 2.1
C -0.100 5.362 1.533 2.3 -1.4 -2.0
C -0.189 4.464 0.212 -0.4 2.4 0.0
C -0.951 5.176 -0.917 -0.4 -1.5 0.7
C -2.324 5.661 -0.502 1.5 0.1 0.7
C -2.208 6.517 0.803 -0.6 2.3 -1.0
N -1.425 5.852 1.835 0.5 -1.6 -1.4
O -1.360 6.558 3.024 -0.3 0.8 0.7
C -1.729 8.002 0.425 0.8 -0.4 0.2
C -3.616 6.602 1.352 -0.2 0.4 -0.1
C 1.029 6.480 1.478 -0.6 -1.0 0.3
H 0.397 4.770 3.522 -0.1 0.2 0.4
H 1.208 3.715 2.521 -0.1 0.1 -1.1
H -0.574 3.612 2.726 0.0 -0.3 -0.3
H 0.749 4.255 -0.303 0.5 -0.3 1.0
H -0.680 3.562 0.578 -0.1 -0.2 -0.7
H -1.074 4.373 -1.644 0.0 0.3 -0.7
H -0.400 6.011 -1.349 0.3 -0.2 0.1
H -2.990 4.821 -0.310 -0.1 0.0 -0.2
H -2.594 6.225 -1.394 -1.0 0.4 0.5
H -0.978 8.068 -0.362 0.0 -0.6 -0.3
H -2.491 8.705 0.089 -0.5 -0.4 0.2
H -1.194 8.487 1.242 -0.4 -0.1 0.4
H -3.754 7.266 2.206 0.4 -0.2 0.2
H -4.251 7.042 0.583 -0.2 -0.4 -0.1
H -3.863 5.569 1.595 -0.6 0.2 0.1
H 1.287 6.721 2.509 -0.1 0.3 0.0
H 0.741 7.380 0.935 -0.1 -0.2 0.1
H 1.947 6.090 1.037 -0.1 -0.2 -0.2
H -1.697 5.917 3.654 -0.1 0.2 0.3
C 3.136 -4.229 -6.369 -1.4 -1.2 -0.4
C 3.100 -4.629 -4.876 3.2 1.0 -1.0
C 4.509 -4.319 -4.423 1.4 0.7 2.2
C 4.667 -4.384 -2.903 0.4 -0.1 0.3
C 3.713 -3.486 -2.157 -0.6 -0.9 -0.1
C 2.231 -3.623 -2.667 1.6 3.1 1.9
N 2.225 -3.732 -4.147 -0.4 -1.9 1.9
O 1.008 -3.715 -4.659 -0.7 0.8 -0.8
C 1.543 -4.754 -1.918 -0.8 -0.5 -1.3
C 1.560 -2.299 -2.203 0.1 1.4 0.2
C 2.927 -6.130 -4.643 -0.8 -0.5 -0.1
H 2.327 -4.726 -6.905 -0.2 0.1 -0.1
H 3.032 -3.163 -6.573 0.3 0.0 0.3
H 4.044 -4.647 -6.804 0.1 0.3 0.1
H 5.313 -4.969 -4.770 -0.6 -0.2 -0.8
H 4.778 -3.301 -4.707 0.0 0.1 -0.3
H 4.562 -5.376 -2.463 -0.2 -0.4 -0.5
H 5.698 -4.164 -2.627 0.0 0.4 -0.1
H 4.018 -2.440 -2.130 0.0 -0.1 -0.1
H 3.677 -3.923 -1.158 0.0 0.8 0.3
H 0.469 -4.632 -2.060 -0.2 -0.4 -0.1
H 1.675 -4.653 -0.841 0.4 -0.1 -0.3
H 1.898 -5.688 -2.354 -0.2 -0.3 0.7
H 1.492 -2.130 -1.129 0.0 -1.4 0.5
H 0.553 -2.021 -2.513 0.1 -0.5 -0.6
H 2.220 -1.440 -2.328 0.0 0.1 -1.1
H 1.889 -6.430 -4.787 0.1 -0.4 -0.5
H 3.642 -6.574 -5.337 -0.6 -0.1 -0.5
H 3.248 -6.598 -3.712 0.0 0.8 0.4
H 0.626 -4.516 -4.292 -1.2 -0.5 0.2
C -3.119 -1.661 4.549 -0.1 0.0 -0.6
C -3.201 -2.709 3.311 -0.4 0.1 1.3
C -4.616 -2.579 2.560 0.8 0.8 1.1
C -4.718 -1.592 1.403 0.0 -0.2 -0.6
C -3.556 -1.788 0.458 0.1 -0.3 0.9
C -2.213 -1.672 1.170 0.5 1.7 1.1
N -2.072 -2.614 2.364 -1.8 0.0 -1.8
O -0.830 -2.575 3.002 -0.1 0.0 -0.4
C -1.095 -2.005 0.208 0.5 -0.5 0.2
C -2.002 -0.177 1.655 0.1 -0.2 0.5
C -3.129 -4.162 3.924 -0.5 0.5 -1.0
H -2.332 -1.865 5.275 0.1 -0.5 -0.2
H -4.040 -1.569 5.124 -0.2 -0.7 -0.1
H -2.964 -0.606 4.322 0.2 0.0 -0.8
H -4.957 -3.578 2.289 0.0 0.1 -0.1
H -5.285 -2.154 3.308 -0.2 -0.6 0.3
H -4.841 -0.555 1.717 0.4 0.0 0.3
H -5.617 -1.769 0.812 -0.3 -0.2 0.2
H -3.586 -1.045 -0.339 0.1 -0.2 -0.2
H -3.659 -2.804 0.079 0.2 0.0 -0.4
H -0.173 -1.879 0.776 0.2 -0.2 -0.4
H -1.177 -3.044 -0.111 0.0 -0.2 0.1
H -1.059 -1.408 -0.703 -0.2 0.4 0.2
H -1.920 0.642 0.941 0.0 -0.5 -0.8
H -2.751 0.212 2.345 -0.3 -0.5 0.0
H -1.064 -0.118 2.207 0.2 0.0 0.0
H -2.176 -4.368 4.412 -0.2 0.2 0.2
H -3.231 -4.877 3.107 0.3 0.1 -0.3
H -4.008 -4.406 4.520 0.2 0.4 0.6
H -0.738 -1.677 3.328 0.2 0.4 0.4
```
Positions in Å, forces in eV/Å.

These are the Löwdin partial charges, in e, on atoms 1 to 2: C -0.045; C -0.468

---

[2]
Below is the molecule C3H10NO2PS, with properties calculated with wB97M-V/def2-TZVPD.

Properties
structure (SMILES): CC(C)O[P@](N)(O)=S
HOMO-LUMO gap: 0.357 Ha
energy relative to the best compared isomer or geometry (same formula, charge and spin): 0.0 kcal per mole
HOMO: -9.07 eV

Geometry as XYZ:
```
18
Properties=species:S:1:pos:R:3:forces:R:3
C -1.512 -1.405 0.212 2.2 -0.1 -0.6
C -1.173 1.121 0.640 -1.6 1.5 -2.4
C -1.172 0.005 -0.392 0.7 -2.8 0.4
N 1.951 1.402 0.133 1.8 0.4 -3.1
O 2.590 -0.452 -1.370 0.3 -0.2 -0.6
O 0.134 -0.155 -0.946 3.1 -0.2 0.6
P 1.733 -0.216 -0.084 -3.8 -0.2 -0.2
S 1.989 -1.527 1.352 -0.4 1.3 -0.9
H -0.881 -1.564 1.132 -1.0 -0.1 -0.8
H -2.559 -1.511 0.356 -0.9 -0.1 0.5
H -1.185 -2.181 -0.580 -0.5 1.2 1.3
H -0.420 0.804 1.348 0.1 0.7 0.5
H -2.162 1.140 1.085 0.0 -0.1 0.5
H -1.129 2.194 0.117 0.7 -2.3 1.3
H -1.827 -0.034 -1.268 0.0 1.4 0.1
H 1.340 1.816 0.762 -1.1 0.9 1.5
H 1.884 1.910 -0.821 0.1 -1.2 2.2
H 2.399 -1.348 -1.677 0.3 -0.1 -0.3
```
Positions in Å, forces in eV/Å.

These are the natural (NBO) partial charges, in e, on atoms 1 to 2: C -0.632; C -0.651

---

[3]
Below is a structure of composition C24H41BrClF2LiMgN6O8P2S, with properties calculated with wB97M-V/def2-TZVPD.

Properties
HOMO-LUMO gap: 0.054 Ha
HOMO: -4.82 eV

Geometry as XYZ:
```
88
Properties=species:S:1:pos:R:3:forces:R:3
C -5.212 -3.553 0.705 1.2 0.6 0.5
C -3.948 -2.592 0.746 -1.6 -0.9 -0.4
C -2.761 -3.448 1.199 0.3 0.6 -0.5
C -1.369 -2.864 0.796 -1.4 -1.0 0.6
N -0.586 -2.695 2.020 0.0 0.3 -0.3
C 0.472 -1.811 1.940 1.1 0.4 0.4
C 1.592 -1.771 1.184 1.2 -1.3 -1.6
P 2.148 -2.924 -0.113 -0.3 0.0 -0.7
S 1.045 -2.914 -1.723 -0.1 0.0 0.1
N 2.363 -0.698 1.538 -0.8 -0.2 0.2
C 1.732 -0.063 2.524 1.9 1.8 0.0
P 2.332 1.430 3.436 0.0 -0.6 1.9
O 1.962 1.297 4.849 -0.5 0.3 0.3
N 0.628 -0.699 2.756 -2.5 -1.2 0.3
O -0.314 -0.399 3.688 0.5 0.5 -0.2
C -1.109 0.714 3.243 -1.0 0.6 -0.1
C -2.569 0.323 2.967 0.2 0.0 -0.2
H -5.151 -4.204 -0.162 -0.2 0.0 0.0
H -6.177 -3.025 0.753 -0.1 -0.4 0.0
H -5.107 -4.207 1.572 -0.5 0.2 0.1
H -4.182 -1.777 1.442 0.4 0.1 -0.1
H -3.808 -2.189 -0.295 0.5 -0.1 0.5
H -2.805 -3.560 2.284 0.0 0.0 0.0
H -2.918 -4.441 0.768 0.2 0.0 0.0
H -1.546 -1.917 0.286 0.5 0.1 0.1
H -0.942 -3.577 0.093 0.3 0.3 -0.1
H -0.277 -3.582 2.408 0.1 0.2 0.3
H 3.453 -2.510 -0.463 -0.1 0.0 0.7
H 2.315 -4.196 0.469 0.1 0.3 0.3
H 3.245 -0.439 1.132 0.1 0.0 0.1
H 3.748 1.385 3.361 -0.3 0.1 -1.1
H 1.801 2.590 2.843 0.3 -0.3 -0.6
H -0.712 1.177 2.338 0.4 -0.3 0.1
H -1.105 1.486 4.014 0.3 -0.2 0.1
H -3.207 0.540 3.823 0.0 -0.2 0.0
H -2.912 0.912 2.111 -0.1 0.0 0.2
H -2.662 -0.730 2.696 0.2 0.0 0.1
C 4.526 2.851 -0.427 -0.1 0.0 0.0
C 3.130 2.776 0.000 -0.6 0.1 0.1
N 2.024 2.734 0.336 1.4 -0.7 -0.1
H 4.584 2.743 -1.509 0.0 0.0 0.0
H 4.947 3.813 -0.142 0.0 0.0 0.0
H 5.103 2.057 0.044 0.0 0.0 0.0
Cl 0.551 4.858 -0.076 -1.4 0.7 0.2
C 4.692 -3.582 3.065 -0.1 0.5 0.5
O 5.032 -4.884 3.519 0.0 0.0 -0.3
C 5.971 -5.478 2.782 0.2 0.0 0.3
O 6.491 -5.010 1.795 -0.1 0.0 -0.2
O 6.221 -6.668 3.303 -0.1 -0.1 -0.1
C 7.204 -7.427 2.603 0.2 -0.2 -0.1
H 3.914 -3.190 3.720 -0.1 -0.3 -0.1
H 5.560 -2.921 3.108 0.1 -0.1 -0.2
H 4.295 -3.626 2.046 0.1 0.0 -0.1
H 8.160 -6.910 2.600 -0.1 0.1 0.0
H 6.872 -7.632 1.582 0.0 0.1 0.0
H 7.320 -8.368 3.133 -0.1 0.1 0.2
N 7.964 -5.686 5.824 -0.1 0.0 0.0
O 8.064 -4.478 5.513 0.0 0.0 -0.1
O 8.608 -6.548 5.181 0.1 0.0 -0.1
O 7.225 -6.033 6.762 0.1 0.0 0.0
C -1.511 4.205 -4.828 0.1 0.0 0.1
C -1.143 5.630 -4.433 -0.2 -0.2 0.0
C 0.244 6.048 -4.931 -0.3 0.2 0.1
C 1.312 5.248 -4.334 0.1 0.0 -0.1
N 2.140 4.613 -3.856 0.0 0.0 0.1
H -0.823 3.480 -4.387 0.0 0.0 0.0
H -2.515 3.962 -4.479 0.0 0.0 0.0
H -1.491 4.081 -5.912 0.0 0.0 0.0
H -1.196 5.732 -3.347 0.1 0.1 0.0
H -1.881 6.314 -4.851 0.1 0.1 0.0
H 0.415 7.097 -4.686 0.1 0.0 0.0
H 0.291 5.966 -6.019 0.1 -0.1 0.0
Li -5.564 -1.455 -0.417 0.1 -0.1 0.0
Mg -5.834 -3.501 -2.543 -0.1 0.1 -0.4
F -4.023 5.763 -5.816 0.0 0.0 0.0
C -5.299 5.432 -5.539 -0.3 -0.1 0.1
C -6.203 6.429 -5.233 0.1 0.2 0.0
C -7.517 6.084 -4.953 0.0 -0.2 0.0
C -7.907 4.752 -4.975 -0.1 0.0 0.0
C -6.983 3.762 -5.281 0.0 0.2 0.0
C -5.669 4.102 -5.571 0.2 -0.2 0.0
H -5.877 7.461 -5.215 0.0 0.0 0.0
H -8.237 6.856 -4.719 0.0 0.0 0.0
H -8.932 4.486 -4.753 0.0 0.0 0.0
H -7.285 2.723 -5.295 0.0 0.0 0.0
H -4.935 3.346 -5.821 0.0 0.0 0.0
F 1.975 -2.661 3.811 -0.5 0.2 -0.6
Br -1.465 5.585 0.392 0.8 -0.1 -0.3
```
Positions in Å, forces in eV/Å.

These are the Löwdin partial charges, in e, on atoms 1 to 2: C -0.202; C -0.313

---

[4]
Below is a structure of composition C28H53BN6ReS3Si2, with properties calculated with wB97M-V/def2-TZVPD.

Properties
total charge: +2
2S+1: 4
HOMO-LUMO gap (alpha / beta): 0.221 / 0.276 Ha
energy relative to the best compared isomer or geometry (same formula, charge and spin): 0.0 kcal per mole
expectation value of S²: 3.788
HOMO (alpha / beta): -12.93 / -14.12 eV

Geometry as XYZ:
```
94
Properties=species:S:1:pos:R:3:forces:R:3
Re 0.216 -0.203 0.459 -0.2 0.6 0.2
C 1.579 -5.761 -1.674 0.0 0.0 -0.1
C 0.641 -4.722 -1.063 0.0 -0.3 0.2
C 1.145 -4.425 0.353 0.1 0.1 -0.2
C -0.783 -5.284 -1.080 0.1 0.1 -0.1
N 0.703 -3.486 -1.921 -0.2 0.5 0.1
C 1.501 -3.375 -3.034 0.2 0.1 -0.1
C 1.293 -2.155 -3.573 0.0 0.0 -0.2
N 0.360 -1.503 -2.812 -0.2 -0.2 0.3
B -0.069 -0.052 -3.184 0.0 0.0 0.2
N 0.974 1.020 -2.744 0.4 -0.1 0.1
C 0.992 2.216 -3.414 0.0 0.1 -0.1
C 1.963 2.980 -2.878 -0.1 0.1 0.0
N 2.557 2.265 -1.862 -0.2 -0.3 0.0
C 1.932 1.064 -1.794 -0.1 0.3 -0.3
S 2.260 -0.269 -0.715 -0.3 -0.1 0.4
C 3.674 2.918 -1.087 0.3 0.3 0.2
C 4.257 2.057 0.025 -0.1 -0.2 -0.1
C 4.783 3.255 -2.085 0.0 0.0 0.0
C 3.092 4.189 -0.458 -0.1 -0.1 -0.1
N -1.495 0.307 -2.679 -0.1 0.3 0.0
C -2.565 -0.127 -3.422 -0.1 -0.1 -0.1
C -3.685 0.376 -2.874 0.0 -0.2 -0.1
N -3.323 1.135 -1.781 0.4 -0.1 0.0
C -1.971 1.066 -1.664 -0.2 -0.2 -0.3
S -0.983 1.780 -0.423 0.3 -0.2 0.7
C -4.417 1.880 -1.052 -0.4 0.2 0.1
C -5.079 2.808 -2.075 0.1 0.0 0.0
C -5.415 0.831 -0.549 0.1 0.0 -0.1
C -3.950 2.727 0.124 0.2 -0.1 -0.1
C 0.016 -2.320 -1.793 0.3 -0.4 -0.5
S -1.138 -1.896 -0.560 0.5 0.0 0.5
H 1.539 -6.657 -1.059 0.0 0.0 0.0
H 1.272 -6.037 -2.683 0.0 -0.1 0.0
H 2.613 -5.413 -1.687 0.0 -0.1 0.0
H 1.193 -5.358 0.914 0.0 0.0 0.0
H 2.154 -4.005 0.310 0.0 0.0 0.0
H 0.502 -3.747 0.901 -0.2 0.1 0.0
H -0.797 -6.227 -0.535 0.0 0.0 0.0
H -1.504 -4.618 -0.614 0.0 0.1 0.1
H -1.104 -5.479 -2.104 0.0 0.0 0.0
H 2.158 -4.155 -3.369 -0.1 0.0 0.0
H 1.716 -1.711 -4.458 0.0 0.0 0.0
H -0.107 -0.011 -4.376 0.0 0.0 -0.1
H 0.323 2.420 -4.232 0.0 0.0 0.0
H 2.267 3.977 -3.137 0.0 -0.1 0.0
H 4.707 1.139 -0.352 0.0 0.0 0.0
H 5.047 2.636 0.503 0.0 0.0 0.0
H 3.514 1.818 0.781 0.0 0.0 0.1
H 5.181 2.348 -2.542 0.0 0.0 0.0
H 4.440 3.921 -2.874 0.0 0.0 0.0
H 5.594 3.757 -1.558 0.0 0.0 0.0
H 2.212 3.947 0.142 0.0 0.0 0.0
H 3.838 4.644 0.190 0.0 0.0 0.0
H 2.813 4.928 -1.208 0.0 0.0 0.0
H -2.441 -0.742 -4.296 0.0 0.0 0.0
H -4.706 0.247 -3.181 0.0 0.1 0.0
H -5.516 2.261 -2.909 0.0 0.0 0.0
H -5.879 3.360 -1.584 0.0 0.0 0.0
H -4.359 3.527 -2.470 0.0 0.0 0.0
H -5.958 0.360 -1.368 0.0 0.0 0.0
H -4.907 0.056 0.024 0.0 0.0 0.0
H -6.148 1.313 0.096 0.0 0.0 0.0
H -3.222 3.478 -0.175 0.1 0.0 0.0
H -4.823 3.253 0.510 0.0 0.0 0.0
H -3.538 2.125 0.931 0.1 0.0 0.0
C 3.123 -0.966 2.475 -0.2 0.2 0.1
Si 1.795 -0.085 3.489 0.3 0.1 -0.1
C 1.499 -1.207 4.965 -0.1 0.2 -0.2
C 2.381 1.602 4.085 0.0 -0.3 -0.1
C 0.227 0.401 2.398 -0.1 -0.5 -0.2
Si -1.534 0.065 3.261 -0.3 0.2 -0.3
C -2.757 -0.549 1.946 0.2 0.1 0.1
C -2.015 1.779 3.866 0.0 -0.3 -0.1
C -1.657 -1.198 4.640 0.2 0.2 -0.2
H 3.954 -1.196 3.146 0.0 0.0 0.0
H 3.525 -0.371 1.657 0.0 0.0 0.0
H 2.760 -1.914 2.069 0.0 0.0 0.0
H 2.476 -1.466 5.377 0.0 0.1 -0.1
H 1.000 -2.139 4.701 0.0 0.0 0.0
H 0.933 -0.718 5.756 0.0 0.0 0.0
H 3.332 1.499 4.613 0.0 0.0 0.0
H 1.664 2.036 4.785 0.0 0.0 0.0
H 2.527 2.311 3.267 0.0 0.0 0.0
H 0.235 1.501 2.406 -0.1 0.0 0.0
H -2.673 -0.025 0.992 -0.1 0.0 0.0
H -3.775 -0.402 2.316 0.0 0.0 0.0
H -2.633 -1.620 1.766 0.0 0.0 0.0
H -1.977 2.528 3.073 0.0 0.0 0.0
H -1.362 2.111 4.676 0.0 0.0 0.0
H -3.034 1.756 4.260 0.0 0.0 0.0
H -1.216 -2.160 4.377 0.0 0.0 0.0
H -2.721 -1.367 4.826 0.0 0.1 -0.1
H -1.216 -0.857 5.574 0.0 0.0 0.0
```
Positions in Å, forces in eV/Å.

These are the Löwdin partial charges, in e, on atoms 1 to 2: Re 0.868; C -0.044

---

[5]
Below is a cluster of 2 separate species, C4H13N3 in total, with properties calculated with wB97M-V/def2-TZVPD.

Properties
structure (SMILES): C/N=C\N.CNC
HOMO-LUMO gap: 0.344 Ha
energy relative to the best compared isomer or geometry (same formula, charge and spin): 44.9 kcal per mole
HOMO: -8.63 eV

Geometry as XYZ:
```
20
Properties=species:S:1:pos:R:3:forces:R:3
C -1.393 -2.784 -1.240 -1.0 -1.4 1.4
N -1.678 -0.099 -0.164 -1.2 1.7 -1.1
C -2.755 -0.874 -0.762 0.1 -2.2 0.7
N -2.700 -2.148 -1.017 0.2 3.3 -1.0
H -1.285 -2.997 -2.303 0.0 0.4 -0.1
H -1.545 -3.803 -0.798 0.7 0.7 -0.2
H -0.520 -2.278 -0.816 -0.2 -0.1 -0.2
H -1.938 0.920 -0.298 0.6 -1.5 0.2
H -1.713 -0.207 0.844 0.1 -0.3 0.0
H -3.722 -0.331 -0.891 0.6 -0.6 0.2
C 1.370 0.755 1.583 0.2 2.6 0.3
N 1.925 0.948 0.256 -0.1 -0.5 0.4
C 2.608 2.217 0.089 -1.0 0.5 -1.7
H 2.188 0.759 2.295 0.2 0.1 0.2
H 0.678 1.624 1.905 0.6 -1.2 -0.4
H 0.900 -0.176 1.716 -0.9 -1.2 -0.2
H 1.208 0.780 -0.436 0.1 0.2 -0.1
H 1.918 3.115 0.114 0.5 -0.7 0.1
H 3.099 2.225 -0.921 -0.3 0.0 1.0
H 3.356 2.355 0.844 0.4 -0.1 0.4
```
Positions in Å, forces in eV/Å.

These are the natural (NBO) partial charges, in e, on atoms 1 to 2: C -0.458; N -0.883

---

[6]
Below is a structure of composition H21O14S, with properties calculated with wB97M-V/def2-TZVPD.

Properties
total charge: -1
HOMO-LUMO gap: 0.245 Ha
energy relative to the best compared isomer or geometry (same formula, charge and spin): 42.4 kcal per mole
HOMO: -4.41 eV

Geometry as XYZ:
```
36
Properties=species:S:1:pos:R:3:forces:R:3
O -0.186 0.336 0.345 -2.3 4.0 8.9
H -0.868 0.576 -0.111 -6.2 2.2 -6.1
H 0.453 -0.162 0.082 8.1 -4.8 -4.8
H -0.577 -0.230 1.002 -0.6 -1.2 2.2
S 1.965 -1.270 -1.336 2.4 -5.6 -6.2
O 2.229 -2.476 -0.605 -0.5 -2.1 2.0
O 0.735 -1.388 -2.112 -0.7 0.0 0.1
O 1.919 -0.210 -0.401 -2.6 2.3 3.9
O 3.075 -1.024 -2.211 1.2 1.0 -1.4
O -0.969 2.894 -0.990 2.4 1.0 3.4
H -1.018 2.775 -1.896 0.2 -0.5 -2.9
H -0.005 3.149 -0.769 -2.2 -0.8 -0.6
O 1.031 1.123 2.912 -3.0 4.6 1.4
H 1.507 1.822 2.459 -0.4 0.8 0.0
H 1.570 0.477 2.653 3.4 -5.4 -1.4
O -1.269 -2.799 -0.048 -5.4 1.0 2.6
H -1.017 -3.185 -0.832 1.1 -1.3 -2.9
H -2.338 -2.787 -0.025 4.0 0.1 -0.4
O 3.018 1.735 -0.425 2.2 2.8 2.0
H 3.504 1.710 0.436 -0.2 0.7 -1.0
H 2.681 0.828 -0.362 -0.4 -0.2 -1.0
O -0.300 -1.908 2.062 2.0 3.6 4.2
H 0.614 -2.132 1.923 0.9 -0.1 0.0
H -0.747 -2.383 1.461 -2.4 -2.9 -3.6
O -2.906 -0.398 0.787 2.2 0.1 3.6
H -3.674 -0.126 0.375 -2.5 0.9 -1.8
H -3.013 -0.003 1.712 0.4 -0.9 -1.8
O 2.733 -0.929 1.863 1.0 0.2 -0.4
H 2.453 -0.929 0.916 -1.1 -0.3 0.4
H 3.646 -0.800 1.557 0.3 -0.2 1.1
O -3.706 2.895 -1.000 2.6 -0.3 0.6
H -3.754 3.768 -1.411 0.1 -0.2 0.2
H -2.687 2.782 -0.765 -2.9 0.6 -0.6
O -1.456 -0.516 -2.083 -5.4 4.5 1.6
H -0.880 -1.157 -2.297 4.1 -3.4 -1.3
H -1.762 -0.058 -2.865 0.1 -0.2 -0.2
```
Positions in Å, forces in eV/Å.

These are the natural (NBO) partial charges, in e, on atoms 1 to 2: O -0.710; H 0.535

---

no.,E (eV),largest force on an atom (eV/A)
1,-44810.2834,3.91
2,-28983.6379,3.79
3,-173922.6097,2.77
4,-89896.3932,0.77
5,-8827.4673,3.50
6,-39838.9989,10.58